[1]
A molecular structure, C6H12Cl3IrO2Re at a distorted geometry, computed with ωB97M-V/def2-TZVPD.

Properties
Energy relative to the best compared isomer or geometry (same formula, charge and spin) ... 236.29 kJ/mol
DFT total energy ... -53038.03996 eV
Frontier orbital gap (spin up / spin down) ... 6.45 / 6.09 eV
E_LUMO (spin up / spin down) ... -0.215 / -2.590 eV
HOMO level (spin up / spin down) ... -6.663 / -8.676 eV

Geometry as ORCA input:
```
! wB97M-V def2-TZVPD RIJCOSX def2/J DEFGRID3
* xyz 0 8
Ir -1.2495 -0.2865 -1.4818
Cl -3.2617 -1.2890 -2.0158
C 0.4239 -1.3017 -1.6762
C -1.0644 1.1269 -2.8514
H 0.9958 -1.0107 -2.5649
H 1.0971 -1.4947 -0.8099
H -0.0429 -2.2804 -1.9132
H -0.2799 0.8415 -3.5676
H -0.8347 2.0818 -2.3481
H -2.0375 1.1974 -3.3843
Re 0.9198 0.5749 0.0051
C -0.7504 1.6889 0.4053
C 2.2783 1.8172 0.6461
H -0.4309 2.7378 0.2652
H -1.6702 1.5281 -0.2233
H -1.0386 1.5388 1.4653
H 2.1373 2.8863 0.8479
H 3.3211 1.5066 0.8201
Cl 1.7377 -2.9715 3.0149
C 0.1900 -2.0778 3.1490
Cl 0.2272 -0.8509 4.4156
C -0.0207 -1.3020 1.8104
O -1.1106 -1.2139 1.2188
O 1.0856 -0.6595 1.4450
H -0.6217 -2.7875 3.3275
*
```



[2]
8 unconnected molecules or ions with the total composition C32H52O24S at a distorted geometry, computed with ωB97M-V/def2-TZVPD.

Properties
Energy relative to the best compared isomer or geometry (same formula, charge and spin) ... 144.85 kJ/mol
DFT total energy ... -94003.14275 eV
Frontier orbital gap ... 9.89 eV
E_LUMO ... 0.566 eV
HOMO level ... -9.327 eV

Geometry as ORCA input:
```
! wB97M-V def2-TZVPD RIJCOSX def2/J DEFGRID3
* xyz 0 1
C -2.0052 3.6838 0.6354
C -1.2975 2.3514 1.0867
C -1.1662 1.3207 -0.1235
C -0.1287 0.2336 0.3430
O -0.7781 2.1092 -1.2748
S 0.6889 1.6751 -1.9278
O 0.5449 1.9268 -3.3979
O 1.8633 2.7891 -1.4562
H -3.0234 3.4129 0.2527
H -1.4436 4.2470 -0.1509
H -2.1489 4.4026 1.4872
H -0.3039 2.5896 1.5445
H -1.9274 1.8928 1.8977
H -2.1650 0.8282 -0.2231
H 0.8443 0.6599 0.7135
H -0.5832 -0.2555 1.2522
H 0.0250 -0.6035 -0.3877
H 2.1511 2.4628 -0.5842
C -0.3546 0.8929 -6.3331
C -1.1311 -0.2907 -6.8642
C -2.4542 0.0736 -7.4755
O -3.2235 -1.1099 -7.2630
C -2.7064 -1.7264 -6.1675
O -3.2235 -2.6380 -5.6028
O -1.5251 -1.1652 -5.8000
H -0.1638 1.6255 -7.1196
H -0.8905 1.3794 -5.5162
H 0.6024 0.5648 -5.9248
H -0.5125 -0.8644 -7.5631
H -2.3755 0.2963 -8.5396
H -2.9507 0.9083 -6.9722
C 1.2296 -3.6198 2.6810
C 2.2435 -2.5061 2.8132
C 2.7257 -2.2862 4.2196
O 3.0607 -0.8989 4.2124
C 2.2875 -0.3118 3.2621
O 2.1750 0.8657 3.1185
O 1.6578 -1.2403 2.4997
H 1.6343 -4.5666 3.0425
H 0.3186 -3.3858 3.2363
H 0.9373 -3.7431 1.6365
H 3.0787 -2.6732 2.1249
H 3.5983 -2.8928 4.4621
H 1.9528 -2.4544 4.9750
C -1.4920 2.8618 7.7116
C -1.2487 2.5254 6.2566
C -2.4958 2.4980 5.4206
O -2.1546 1.5603 4.3966
C -1.2243 0.7237 4.9218
O -0.8606 -0.2849 4.4030
O -0.7655 1.1846 6.1124
H -1.9800 3.8330 7.8148
H -2.1051 2.1063 8.1863
H -0.5514 2.8879 8.2500
H -0.4992 3.2021 5.8319
H -2.7313 3.4714 4.9897
H -3.3728 2.1244 5.9574
C 0.5361 8.0339 0.7415
C -0.8589 8.1691 1.3096
C -0.9199 8.9452 2.5955
O -2.0646 8.3831 3.2360
C -2.1974 7.1140 2.7670
O -2.9333 6.3006 3.2277
O -1.3766 6.8961 1.7056
H 0.9837 9.0121 0.5581
H 1.1805 7.4683 1.4179
H 0.5093 7.4819 -0.1998
H -1.5332 8.5894 0.5563
H -1.0552 10.0142 2.4326
H -0.0487 8.7900 3.2388
C 0.5463 -4.0170 -6.7929
C 1.1643 -5.0542 -5.8853
C 0.2941 -5.4430 -4.7232
O 1.2558 -5.8263 -3.7373
C 2.3983 -5.1429 -4.0122
O 3.3375 -5.0826 -3.2829
O 2.3255 -4.5368 -5.2258
H -0.4081 -4.3623 -7.1963
H 0.3872 -3.0757 -6.2587
H 1.2200 -3.7959 -7.6328
H 1.4686 -5.9313 -6.4678
H -0.3699 -6.2747 -4.9581
H -0.2995 -4.6137 -4.3285
C 0.0797 -8.3984 -10.5800
C 0.5297 -7.0004 -10.9402
C 1.9467 -6.9242 -11.4361
O 2.3303 -5.6018 -11.0582
C 1.5756 -5.2630 -9.9814
O 1.7657 -4.3066 -9.2986
O 0.5759 -6.1613 -9.7821
H 0.1665 -9.0727 -11.4333
H 0.6673 -8.7966 -9.7500
H -0.9608 -8.3876 -10.2501
H -0.1680 -6.5525 -11.6551
H 2.0191 -7.0532 -12.5157
H 2.6179 -7.6357 -10.9463
C 1.5393 1.2387 13.1273
C 0.6640 0.8517 11.9565
C 1.2736 1.1480 10.6157
O 0.1221 1.3558 9.7979
C -0.8760 1.7865 10.6157
O -1.9195 2.2310 10.2449
O -0.5272 1.6429 11.9222
H 2.5036 0.7300 13.0840
H 1.7064 2.3177 13.1506
H 1.0504 0.9773 14.0676
H 0.3695 -0.1997 12.0374
H 1.8717 0.3199 10.2362
H 1.8787 2.0593 10.6044
*
```



[3]
A molecular structure, C10H14BrClNO5SY at a distorted geometry, computed with ωB97M-V/def2-TZVPD.

Properties
Energy relative to the best compared isomer or geometry (same formula, charge and spin) ... 0.00 kJ/mol
DFT total energy ... -116746.52850 eV
Frontier orbital gap ... 9.46 eV
E_LUMO ... -7.293 eV
HOMO level ... -16.756 eV

Geometry as ORCA input:
```
! wB97M-V def2-TZVPD RIJCOSX def2/J DEFGRID3
* xyz 2 1
Y 0.9380 1.8334 -1.0579
O 2.7639 3.0595 -0.2884
Cl 2.4861 3.8278 -1.5419
O 3.3762 4.8843 -1.7288
O 2.6481 2.8010 -2.6262
O 1.0696 4.2871 -1.4398
C -0.4109 1.0465 4.6616
C -0.8522 1.1152 3.1872
C -2.1940 0.9233 2.8091
C -2.5207 1.0664 1.4584
C -1.5566 1.3422 0.4894
Br -2.0070 1.9362 -1.4471
N -0.2648 1.4573 0.8806
C 0.0893 1.3429 2.1787
H -1.2384 0.7965 5.3072
H -0.0843 2.0707 4.9381
H 0.4085 0.3626 4.7953
H -2.9564 0.8069 3.5273
H -3.4970 0.7647 1.0543
H 1.0998 1.6801 2.5354
O 0.6613 -0.1207 -1.8729
S -0.0438 -1.2230 -2.7631
C -1.1226 -2.2213 -1.6202
C -0.4269 -3.5221 -1.3949
C 1.0659 -3.3460 -1.7865
C 1.1831 -2.4801 -3.1094
H -2.1063 -2.3107 -2.0663
H -1.2636 -1.6224 -0.7098
H -0.9669 -4.3831 -1.8657
H -0.4960 -3.8701 -0.3294
H 1.5385 -4.3207 -1.8334
H 1.6465 -2.7833 -1.0782
H 0.8335 -3.0532 -3.9873
H 2.2002 -2.1479 -3.2753
*
```



[4]
C6H7B in the gas phase at a distorted geometry, computed with ωB97M-V/def2-TZVPD.

Properties
Energy relative to the best compared isomer or geometry (same formula, charge and spin) ... 0.00 kJ/mol
DFT total energy ... -7008.42247 eV
Frontier orbital gap ... 7.33 eV
E_LUMO ... -0.736 eV
HOMO level ... -8.069 eV

Geometry as ORCA input:
```
! wB97M-V def2-TZVPD RIJCOSX def2/J DEFGRID3
* xyz 0 1
C 1.4440 -1.5253 1.5493
C 1.2991 -0.2547 1.1242
C 0.1362 0.0517 0.2655
C -0.5447 -0.6423 -0.6586
C -1.5469 0.1464 -1.3721
C -1.5598 1.4519 -1.0075
B -0.2190 1.5814 -0.1100
H 2.2635 -1.6943 2.1884
H 0.9148 -2.4093 1.1612
H 1.9116 0.5452 1.2539
H -0.2659 -1.6259 -0.7930
H -2.2008 -0.4451 -2.0308
H -2.1619 2.3233 -1.3807
H 0.5298 2.4971 -0.1899
*
```



[5]
A molecular structure, C37H41GeMnN4O4P2S, computed with ωB97M-V/def2-TZVPD.

Properties
Energy relative to the best compared isomer or geometry (same formula, charge and spin) ... 31.48 kJ/mol
DFT total energy ... -170432.05691 eV
Frontier orbital gap (spin up / spin down) ... 8.23 / 8.51 eV
E_LUMO (spin up / spin down) ... -2.106 / -2.133 eV
HOMO level (spin up / spin down) ... -10.338 / -10.642 eV

Geometry as ORCA input:
```
! wB97M-V def2-TZVPD RIJCOSX def2/J DEFGRID3
* xyz 1 6
Mn 0.4016 1.1109 0.4744
O 1.5645 -0.3793 -3.2852
C 1.0645 0.2180 -2.3314
N 0.9493 -0.1975 -1.0719
C 1.6216 -1.4372 -0.7710
C 1.2132 -1.9769 0.5730
C 1.8333 -3.1285 1.0557
C 1.4459 -3.6519 2.2679
C 0.4375 -3.0091 2.9795
C -0.1086 -1.8681 2.4369
N 0.2573 -1.3476 1.2588
C 0.4784 1.5980 -2.5565
C 0.4688 2.1452 -3.8316
C -0.0504 3.4144 -4.0079
C -0.5344 4.1041 -2.9034
C -0.4840 3.4863 -1.6681
N -0.0015 2.2536 -1.4951
H 2.7113 -1.3084 -0.7807
H 1.4136 -2.1996 -1.5292
H 2.6231 -3.5850 0.4735
H 1.9244 -4.5368 2.6660
H 0.1054 -3.3667 3.9439
H -0.8749 -1.3293 2.9815
H 0.8801 1.5577 -4.6400
H -0.0689 3.8698 -4.9895
H -0.9294 5.1065 -2.9920
H -0.8256 3.9988 -0.7762
C -4.9269 -2.2187 0.5161
P -4.0828 -0.6441 0.2521
C -5.3123 0.4614 -0.4790
C -3.7470 0.0186 1.9215
C -3.2493 1.4721 2.0058
P -1.4255 1.7259 2.2320
C -1.1953 1.2006 3.9639
C -1.3709 3.5424 2.3825
H -5.8903 -2.0545 0.9998
H -4.3185 -2.8715 1.1401
H -5.0830 -2.7093 -0.4447
H -6.1223 0.6513 0.2261
H -5.7088 -0.0034 -1.3819
H -4.8508 1.4042 -0.7724
H -3.0773 -0.6798 2.4322
H -4.7131 -0.0636 2.4293
H -3.7187 1.9486 2.8704
H -3.5703 2.0506 1.1352
H -1.6635 1.9223 4.6354
H -0.1301 1.1162 4.1894
H -1.6490 0.2258 4.1389
H -2.0552 3.9054 3.1510
H -1.6231 4.0044 1.4276
H -0.3523 3.8403 2.6333
O 1.7827 2.9251 0.7982
C 2.4417 2.2634 1.6281
N 2.0673 1.0131 1.9128
S 2.9480 0.3511 3.1213
O 2.1298 0.2319 4.3012
O 3.6451 -0.8149 2.6643
C 4.0386 1.7427 3.2789
C 5.1195 1.9122 4.1170
C 5.7984 3.1238 4.0356
C 5.3972 4.1169 3.1464
C 4.3032 3.9287 2.3108
C 3.6309 2.7234 2.3907
H 5.4286 1.1381 4.8059
H 6.6546 3.2969 4.6737
H 5.9489 5.0465 3.1068
H 3.9823 4.6903 1.6129
Ge -2.2049 -0.6706 -1.2189
C -1.5167 -2.4594 -1.3082
C -1.5917 -3.3786 -0.2643
C -1.0998 -4.6632 -0.4282
C -0.5288 -5.0365 -1.6383
C -0.4482 -4.1266 -2.6820
C -0.9445 -2.8400 -2.5220
C -3.0557 -0.1378 -2.8731
C -3.0268 1.1944 -3.2805
C -3.6840 1.5892 -4.4375
C -4.3799 0.6556 -5.1923
C -4.4127 -0.6762 -4.7969
C -3.7498 -1.0709 -3.6447
H -1.6035 0.5768 -0.5747
H -1.9947 -3.0897 0.6995
H -1.1504 -5.3681 0.3913
H -0.1396 -6.0384 -1.7638
H 0.0100 -4.4102 -3.6200
H -0.8544 -2.1325 -3.3390
H -2.4808 1.9318 -2.7017
H -3.6468 2.6241 -4.7525
H -4.8905 0.9628 -6.0954
H -4.9455 -1.4060 -5.3920
H -3.7578 -2.1177 -3.3576
*
```



[6]
A molecular structure, C49H42FeI2N4O2P2 at a distorted geometry, computed with ωB97M-V/def2-TZVPD.

Properties
DFT total energy ... -130711.81127 eV
Frontier orbital gap (spin up / spin down) ... 5.81 / 6.61 eV
E_LUMO (spin up / spin down) ... -3.945 / -3.145 eV
HOMO level (spin up / spin down) ... -9.759 / -9.759 eV

Geometry as ORCA input:
```
! wB97M-V def2-TZVPD RIJCOSX def2/J DEFGRID3
* xyz 1 2
Fe 0.1035 -0.2867 -0.0055
C -0.4002 -0.5213 3.2106
P -0.8837 0.7393 1.9949
C -0.1856 2.3252 2.5119
C -0.0048 3.3319 1.5622
C 0.5980 4.5306 1.9184
C 1.0315 4.7225 3.2242
C 0.8302 3.7314 4.1770
C 0.2205 2.5358 3.8260
C -2.6660 0.9751 2.3079
C -3.2896 2.1637 1.9134
C -4.6507 2.3444 2.1103
C -5.4061 1.3419 2.7045
C -4.7971 0.1573 3.0956
C -3.4367 -0.0331 2.8893
C -0.4713 -1.8258 2.4942
C -0.6367 -3.1098 2.9513
C -0.4783 -3.9722 1.8320
C -0.2098 -3.1737 0.7564
C -0.0490 -3.4709 -0.7038
P -0.9957 -2.0432 -1.3664
C -1.1495 -2.2282 -3.1744
C -0.0804 -2.6862 -3.9432
C -0.2111 -2.8210 -5.3205
C -1.4080 -2.4945 -5.9399
C -2.4730 -2.0194 -5.1839
C -2.3426 -1.8782 -3.8109
C -2.6480 -2.6546 -0.8092
C -3.2823 -2.1670 0.3229
C -4.3866 -2.8168 0.8559
C -4.8779 -3.9636 0.2539
C -4.2665 -4.4503 -0.8939
C -3.1564 -3.8060 -1.4177
N -0.2271 -1.8490 1.1503
H 0.6277 -0.2989 3.4900
H -1.0173 -0.4871 4.1063
H -0.3376 3.1705 0.5404
H 0.7513 5.3046 1.1753
H 1.5265 5.6463 3.5002
H 1.1596 3.8888 5.1977
H 0.0564 1.7725 4.5778
H -2.7068 2.9654 1.4759
H -5.1197 3.2712 1.8015
H -6.4663 1.4869 2.8699
H -5.3823 -0.6257 3.5640
H -2.9797 -0.9716 3.1870
H -0.8469 -3.3987 3.9743
H -0.5495 -5.0522 1.8176
H 0.9933 -3.4545 -1.0191
H -0.4937 -4.4162 -0.9987
H 0.8522 -2.9665 -3.4653
H 0.6210 -3.1878 -5.9095
H -1.5150 -2.6204 -7.0102
H -3.4074 -1.7583 -5.6674
H -3.1778 -1.5167 -3.2231
H -2.9137 -1.2795 0.8059
H -4.8520 -2.4309 1.7552
H -5.7312 -4.4812 0.6752
H -4.6477 -5.3408 -1.3799
H -2.6820 -4.2080 -2.3048
C 3.2491 0.8381 3.4980
C 3.3029 1.5921 2.1979
N 4.2492 2.4931 2.0854
C 4.3928 3.2132 0.9484
C 3.5533 3.0869 -0.1173
C 3.7681 3.9107 -1.3612
O 3.9953 3.1030 -2.5194
C 2.5311 2.1134 -0.0355
C 1.6161 2.0139 -1.1197
N 0.6967 1.1446 -1.3170
C 0.0853 1.2764 -2.6197
C 0.8666 1.4834 -3.7583
C 0.2832 1.6114 -5.0086
C -1.0941 1.5461 -5.1525
C -1.8869 1.3616 -4.0305
C -1.2851 1.2206 -2.7919
I -2.4269 1.0559 -1.0623
C 2.4000 1.3191 1.1117
O 1.5041 0.3915 1.2322
H 3.9701 0.0184 3.4855
H 2.2668 0.4176 3.6947
H 3.5281 1.5153 4.3034
H 5.2160 3.9209 0.9258
H 4.5914 4.6018 -1.1908
H 2.8893 4.5130 -1.5914
H 4.8696 2.7081 -2.4481
H 1.7001 2.7815 -1.8844
H 1.9474 1.5314 -3.6510
H 0.9138 1.7688 -5.8752
H -1.5523 1.6508 -6.1286
H -2.9662 1.3372 -4.1152
I 3.0206 -2.5056 1.8821
C 3.1525 -1.8551 -0.0997
C 4.3973 -2.0528 -0.6969
C 4.5551 -1.7986 -2.0443
C 3.4545 -1.3710 -2.7678
C 2.2694 -1.1831 -2.0956
N 2.0942 -1.3865 -0.7712
H 5.2144 -2.4282 -0.0992
H 5.5134 -1.9623 -2.5240
H 3.5058 -1.1928 -3.8350
H 1.3976 -0.8660 -2.6472
*
```